No. 1
Formula: H4NS
Source: OMol25
Level of theory: wB97M-V/def2-TZVPD

Last column: Löwdin charge in e.
Geometry (Å):
N  -0.20178  -1.24150  -0.44048  -0.049
H  -0.54922  -0.76982  -1.26918  -0.024
H  0.11238  -0.48949  0.19070  -0.141
H  0.66751  -1.66039  -0.76227  -0.026
S  0.29383  1.89937  0.57647  -0.271
H  -0.32273  2.26182  1.70477  -0.488

Summary:
Electronic energy = -12391.3378 eV
Relative energy (zero: lowest compared OMol25 entry of this formula, charge and spin) = 0.9 kcal/mol
Gap between HOMO and LUMO = 7.433 eV
F_max = 0.6 eV Å⁻¹
Lowest unoccupied orbital energy = 4.831 eV
Net charge = -1
E_HOMO = -2.602 eV
Multiplicity = 1

No. 2
Formula: H4O2
Source: OMol25
Level of theory: wB97M-V/def2-TZVPD

Last column: Löwdin charge in e.
Geometry (Å):
O  0.99509  -0.36273  0.53895  -0.054
H  1.86803  -0.76895  0.58130  0.050
H  0.37474  -1.10153  0.58498  0.050
O  -1.34280  1.03147  -0.51445  -0.071
H  -1.37091  0.33225  -1.17467  0.027
H  -0.52415  0.86949  -0.01610  -0.002

Summary:
Electronic energy = -4159.8553 eV
Relative energy (zero: lowest compared OMol25 entry of this formula, charge and spin) = 1.9 kcal/mol
Gap between HOMO and LUMO = 11.690 eV
F_max = 0.4 eV Å⁻¹
Lowest unoccupied orbital energy = 0.589 eV
Net charge = 0
E_HOMO = -11.100 eV
Multiplicity = 1

No. 3
Formula: H4O2
Source: OMol25
Level of theory: wB97M-V/def2-TZVPD

Last column: Löwdin charge in e.
Geometry (Å):
O  1.13908  1.64488  0.44163  -0.077
H  1.77200  0.95422  0.71474  0.043
H  0.72209  1.21115  -0.31610  0.021
O  -0.76240  -1.27440  -0.23229  -0.059
H  -1.50564  -0.90903  0.27679  0.047
H  -1.36513  -1.62681  -0.88476  0.026

Summary:
Electronic energy = -4159.6672 eV
Relative energy (zero: lowest compared OMol25 entry of this formula, charge and spin) = 6.3 kcal/mol
Gap between HOMO and LUMO = 12.015 eV
F_max = 1.5 eV Å⁻¹
Lowest unoccupied orbital energy = 0.723 eV
Net charge = 0
E_HOMO = -11.292 eV
Multiplicity = 1

No. 4
Formula: H4O2
Source: OMol25
Level of theory: wB97M-V/def2-TZVPD

Last column: Löwdin charge in e.
Geometry (Å):
O  1.05906  -1.42109  0.11630  -0.106
H  1.11767  -2.28947  0.62668  0.071
H  0.49765  -1.75736  -0.63323  0.053
O  -1.05096  1.62346  0.00752  -0.087
H  -0.34886  0.89449  -0.08095  0.055
H  -1.33134  1.53340  -0.90312  0.015

Summary:
Electronic energy = -4159.5477 eV
Relative energy (zero: lowest compared OMol25 entry of this formula, charge and spin) = 9.0 kcal/mol
Gap between HOMO and LUMO = 11.899 eV
F_max = 2.9 eV Å⁻¹
Lowest unoccupied orbital energy = 0.551 eV
Net charge = 0
E_HOMO = -11.348 eV
Multiplicity = 1

No. 5
Formula: H4O2
Source: OMol25
Level of theory: wB97M-V/def2-TZVPD

Last column: Löwdin charge in e.
Geometry (Å):
O  -0.35496  -1.60720  0.67224  -0.071
H  -0.34165  -0.88961  0.02555  -0.008
H  0.54556  -1.94175  0.67956  0.028
O  0.04456  1.10063  -0.55277  -0.046
H  -0.67499  1.62566  -0.18890  0.050
H  0.78148  1.71227  -0.63568  0.046

Summary:
Electronic energy = -4159.8848 eV
Relative energy (zero: lowest compared OMol25 entry of this formula, charge and spin) = 1.2 kcal/mol
Gap between HOMO and LUMO = 11.652 eV
F_max = 0.2 eV Å⁻¹
Lowest unoccupied orbital energy = 0.705 eV
Net charge = 0
E_HOMO = -10.948 eV
Multiplicity = 1

No. 6
Formula: H4O2
Source: OMol25
Level of theory: wB97M-V/def2-TZVPD

Last column: Löwdin charge in e.
Geometry (Å):
O  -1.01677  -0.20599  -0.97939  -0.100
H  -0.68982  -0.77377  -1.73842  0.060
H  -0.32243  -0.19595  -0.31245  -0.043
O  0.79894  0.29397  1.00051  -0.044
H  1.25895  -0.38605  1.47821  0.046
H  1.49597  0.65194  0.40374  0.082

Summary:
Electronic energy = -4159.7979 eV
Relative energy (zero: lowest compared OMol25 entry of this formula, charge and spin) = 3.3 kcal/mol
Gap between HOMO and LUMO = 11.416 eV
F_max = 2.2 eV Å⁻¹
Lowest unoccupied orbital energy = 0.600 eV
Net charge = 0
E_HOMO = -10.816 eV
Multiplicity = 1

No. 7
Formula: H4O2
Source: OMol25
Level of theory: wB97M-V/def2-TZVPD

Last column: Löwdin charge in e.
Geometry (Å):
O  -1.33843  -0.83453  0.20258  -0.014
H  -0.99875  -1.16076  0.99651  0.003
H  -2.07227  -1.41052  0.06887  0.026
O  1.45169  0.99287  -0.30232  -0.061
H  1.62518  0.17719  0.21367  0.047
H  0.53977  1.12740  -0.48120  -0.001

Summary:
Electronic energy = -4159.6632 eV
Relative energy (zero: lowest compared OMol25 entry of this formula, charge and spin) = 6.4 kcal/mol
Gap between HOMO and LUMO = 11.882 eV
F_max = 2.4 eV Å⁻¹
Lowest unoccupied orbital energy = 0.663 eV
Net charge = 0
E_HOMO = -11.219 eV
Multiplicity = 1

No. 8
Formula: H4O2
Source: OMol25
Level of theory: wB97M-V/def2-TZVPD

Last column: Löwdin charge in e.
Geometry (Å):
O  0.97784  0.17662  -1.54339  -0.053
H  1.70939  -0.04423  -0.98121  0.021
H  0.31463  0.22651  -0.83680  0.010
O  -0.95254  -0.27902  1.44400  -0.098
H  -1.56582  0.03573  0.75072  0.038
H  -0.66061  0.60114  1.86243  0.081

Summary:
Electronic energy = -4159.6558 eV
Relative energy (zero: lowest compared OMol25 entry of this formula, charge and spin) = 6.5 kcal/mol
Gap between HOMO and LUMO = 12.090 eV
F_max = 2.5 eV Å⁻¹
Lowest unoccupied orbital energy = 0.554 eV
Net charge = 0
E_HOMO = -11.536 eV
Multiplicity = 1

No. 9
Formula: H4O2
Source: OMol25
Level of theory: wB97M-V/def2-TZVPD

Last column: Löwdin charge in e.
Geometry (Å):
O  0.68769  0.71661  -0.62254  -0.116
H  1.06910  1.64983  -0.82890  0.101
H  1.50360  0.13999  -0.53131  0.079
O  -0.97496  -1.17370  0.72423  -0.078
H  -1.77740  -0.78193  1.10371  0.039
H  -0.50803  -0.55078  0.15480  -0.025

Summary:
Electronic energy = -4159.7108 eV
Relative energy (zero: lowest compared OMol25 entry of this formula, charge and spin) = 5.3 kcal/mol
Gap between HOMO and LUMO = 11.440 eV
F_max = 3.0 eV Å⁻¹
Lowest unoccupied orbital energy = 0.582 eV
Net charge = 0
E_HOMO = -10.858 eV
Multiplicity = 1

No. 10
Formula: H4O2
Source: OMol25
Level of theory: wB97M-V/def2-TZVPD

Last column: Löwdin charge in e.
Geometry (Å):
O  1.07936  -0.16692  -0.57775  -0.075
H  0.72028  -0.96073  -0.13212  0.058
H  1.91839  -0.01584  -0.08052  0.075
O  -1.43826  0.65962  0.48089  -0.087
H  -1.76865  -0.19104  0.16338  0.026
H  -0.51112  0.67491  0.14611  0.002

Summary:
Electronic energy = -4159.8121 eV
Relative energy (zero: lowest compared OMol25 entry of this formula, charge and spin) = 2.9 kcal/mol
Gap between HOMO and LUMO = 11.670 eV
F_max = 1.4 eV Å⁻¹
Lowest unoccupied orbital energy = 0.579 eV
Net charge = 0
E_HOMO = -11.091 eV
Multiplicity = 1

No. 11
Formula: H4O2P2
Source: OMol25
Level of theory: wB97M-V/def2-TZVPD

Last column: Löwdin charge in e.
Geometry (Å):
O  1.32918  -0.46821  -1.41206  -0.373
O  0.09913  0.69250  0.58966  -0.758
P  -1.02556  -0.78562  1.70526  0.872
P  0.02471  0.56478  -0.98982  0.643
H  2.03686  -0.43240  -0.81240  -0.009
H  -2.21738  -0.04093  1.79418  -0.152
H  -0.95347  -1.27504  0.34756  -0.153
H  0.70652  1.74492  -1.22239  -0.071

Summary:
Electronic energy = -22735.7672 eV
Relative energy (zero: lowest compared OMol25 entry of this formula, charge and spin) = 50.1 kcal/mol
Gap between HOMO and LUMO = 7.388 eV
F_max = 4.2 eV Å⁻¹
Lowest unoccupied orbital energy = -1.331 eV
Net charge = 0
E_HOMO = -8.719 eV
Multiplicity = 1

No. 12
Formula: H4O2Si
Source: OMol25
Level of theory: wB97M-V/def2-TZVPD

Last column: Löwdin charge in e.
Geometry (Å):
O  2.03627  0.46077  -0.12378  -0.146
O  1.14692  -0.57168  0.26708  -0.477
Si  -0.50040  -0.37462  -0.22437  0.660
H  2.90339  0.05696  0.16383  0.117
H  -0.71732  -0.62060  -1.67310  -0.071
H  -0.37944  1.13418  0.14827  -0.027
H  -0.96416  -1.20168  0.87566  -0.056

Summary:
Electronic energy = -12034.2337 eV
Relative energy (zero: lowest compared OMol25 entry of this formula, charge and spin) = 114.5 kcal/mol
Gap between HOMO and LUMO = 10.309 eV
F_max = 4.1 eV Å⁻¹
Lowest unoccupied orbital energy = 0.747 eV
Net charge = 0
E_HOMO = -9.562 eV
Multiplicity = 1

No. 13
Formula: H4O3SSi
Source: OMol25
Level of theory: wB97M-V/def2-TZVPD

Last column: Löwdin charge in e.
Geometry (Å):
O  0.51094  1.32436  0.56453  -0.170
Si  0.94838  0.13792  -0.49000  -0.006
O  0.59530  0.65049  -2.01235  -0.161
S  1.60688  -1.66742  -0.03289  0.204
H  0.42821  1.32416  1.51663  0.061
H  1.25348  1.09471  -2.56516  0.069
O  -1.57785  -0.70305  0.70003  -0.134
H  -2.05475  -0.49344  1.57403  0.091
H  -1.71061  -1.66773  0.74518  0.046

Summary:
Electronic energy = -24922.9230 eV
Relative energy (zero: lowest compared OMol25 entry of this formula, charge and spin) = 45.6 kcal/mol
Gap between HOMO and LUMO = 8.817 eV
F_max = 3.0 eV Å⁻¹
Lowest unoccupied orbital energy = -0.040 eV
Net charge = 0
E_HOMO = -8.857 eV
Multiplicity = 1

No. 14
Formula: H4OS
Source: OMol25
Level of theory: wB97M-V/def2-TZVPD

Last column: Löwdin charge in e.
Geometry (Å):
O  1.31204  1.82309  -0.14876  -0.100
H  0.49289  1.33230  -0.38625  0.007
H  0.99163  2.63746  0.30112  0.047
S  -0.75223  -1.52699  -0.35973  0.478
H  -0.09397  -2.33838  0.48883  -0.213
H  -1.95036  -1.92748  0.10480  -0.220

Summary:
Electronic energy = -12947.4104 eV
Relative energy (zero: lowest compared OMol25 entry of this formula, charge and spin) = 1.6 kcal/mol
Gap between HOMO and LUMO = 10.811 eV
F_max = 1.2 eV Å⁻¹
Lowest unoccupied orbital energy = 0.796 eV
Net charge = 0
E_HOMO = -10.015 eV
Multiplicity = 1

No. 15
Formula: H4OS
Source: OMol25
Level of theory: wB97M-V/def2-TZVPD

Last column: Löwdin charge in e.
Geometry (Å):
O  -2.34796  -2.19379  3.85935  -0.071
H  -3.06516  -2.83518  3.97142  0.035
H  -1.55358  -2.74494  3.78009  0.036
S  1.73267  2.73834  -3.79136  0.465
H  2.61593  2.98104  -4.75843  -0.235
H  2.61810  2.05454  -3.06107  -0.231

Summary:
Electronic energy = -12947.3736 eV
Relative energy (zero: lowest compared OMol25 entry of this formula, charge and spin) = 2.4 kcal/mol
Gap between HOMO and LUMO = 10.853 eV
F_max = 0.5 eV Å⁻¹
Lowest unoccupied orbital energy = 1.065 eV
Net charge = 0
E_HOMO = -9.788 eV
Multiplicity = 1

No. 16
Formula: H4OS2
Source: OMol25
Level of theory: wB97M-V/def2-TZVPD

Last column: Löwdin charge in e.
Geometry (Å):
S  0.00000  0.00000  0.00000  0.212
S  1.25635  -1.11662  1.19885  0.212
H  0.31182  -0.59509  -1.17096  -0.205
H  2.36651  -0.34853  1.20888  -0.220
O  5.58236  -0.34343  0.83636  -0.092
H  5.26583  -0.21031  1.75850  0.043
H  5.92804  0.53647  0.56333  0.049

Summary:
Electronic energy = -23782.6320 eV
Relative energy (zero: lowest compared OMol25 entry of this formula, charge and spin) = 3.4 kcal/mol
Gap between HOMO and LUMO = 9.997 eV
F_max = 1.2 eV Å⁻¹
Lowest unoccupied orbital energy = 0.299 eV
Net charge = 0
E_HOMO = -9.697 eV
Multiplicity = 1

No. 17
Formula: H4OS2
Source: OMol25
Level of theory: wB97M-V/def2-TZVPD

Last column: Löwdin charge in e.
Geometry (Å):
S  -0.33036  -2.01074  -0.45049  0.546
S  0.14636  2.35002  -0.56507  0.394
H  0.47306  -2.62879  -1.36348  -0.228
H  0.11012  2.09176  -1.86932  -0.313
H  -0.01873  -1.07157  1.13021  -0.225
H  0.28049  0.30197  1.75326  -0.013
O  0.23858  -0.63391  1.98511  -0.162

Summary:
Electronic energy = -23777.1589 eV
Relative energy (zero: lowest compared OMol25 entry of this formula, charge and spin) = 129.6 kcal/mol
Gap between HOMO and LUMO = 3.844 eV
F_max = 1.9 eV Å⁻¹
Lowest unoccupied orbital energy = -5.527 eV
Net charge = 0
E_HOMO = -9.371 eV
Multiplicity = 1

No. 18
Formula: H4OS2
Source: OMol25
Level of theory: wB97M-V/def2-TZVPD

Last column: Löwdin charge in e.
Geometry (Å):
S  -0.30258  -1.07804  0.51144  0.227
S  -2.19557  -1.79957  0.96016  0.249
H  0.05438  -1.41446  1.77135  -0.201
H  -2.69100  -0.71629  0.41836  -0.238
O  1.69859  2.05454  -1.13559  -0.043
H  2.28056  1.61046  -1.72798  0.016
H  1.15563  1.34336  -0.79775  -0.010

Summary:
Electronic energy = -23782.4063 eV
Relative energy (zero: lowest compared OMol25 entry of this formula, charge and spin) = 8.6 kcal/mol
Gap between HOMO and LUMO = 9.162 eV
F_max = 1.2 eV Å⁻¹
Lowest unoccupied orbital energy = 0.063 eV
Net charge = 0
E_HOMO = -9.099 eV
Multiplicity = 1

No. 19
Formula: H4OS2
Source: OMol25
Level of theory: wB97M-V/def2-TZVPD

Last column: Löwdin charge in e.
Geometry (Å):
S  0.00000  0.00000  0.00000  0.210
S  0.92664  -0.16231  -1.83780  0.207
H  -0.84356  1.00271  -0.32477  -0.205
H  1.98567  0.65898  -1.67514  -0.212
O  4.04871  3.50939  -3.19617  -0.091
H  4.50014  2.63506  -3.19560  0.044
H  4.53261  4.03883  -2.52253  0.047

Summary:
Electronic energy = -23782.6241 eV
Relative energy (zero: lowest compared OMol25 entry of this formula, charge and spin) = 3.5 kcal/mol
Gap between HOMO and LUMO = 10.022 eV
F_max = 1.2 eV Å⁻¹
Lowest unoccupied orbital energy = 0.301 eV
Net charge = 0
E_HOMO = -9.721 eV
Multiplicity = 1

No. 20
Formula: H4OS2
Source: OMol25
Level of theory: wB97M-V/def2-TZVPD

Last column: Löwdin charge in e.
Geometry (Å):
S  -0.51828  1.34846  1.49943  0.192
S  -2.44243  0.76156  1.28416  0.217
H  0.08619  0.14136  1.50229  -0.202
H  -2.30011  0.69331  -0.05658  -0.198
O  1.34848  -1.12030  -1.41273  -0.095
H  1.69080  -0.31882  -0.95589  0.039
H  2.13534  -1.50557  -1.86068  0.048

Summary:
Electronic energy = -23782.5936 eV
Relative energy (zero: lowest compared OMol25 entry of this formula, charge and spin) = 4.2 kcal/mol
Gap between HOMO and LUMO = 9.899 eV
F_max = 1.2 eV Å⁻¹
Lowest unoccupied orbital energy = 0.343 eV
Net charge = 0
E_HOMO = -9.555 eV
Multiplicity = 1